1.
Here is a 2-piece molecular cluster, C4H13N2O overall from OMol25. Energies are from wB97M-V/def2-TZVPD.

Last column: Mulliken charge in e.
Geometry (Å):
C  -1.615  -0.151  -0.232  -0.56
C  -0.901  1.109  -0.664  -0.90
C  0.573  1.091  -0.384  0.72
C  1.052  1.324  0.835  -1.09
N  1.358  0.791  -1.493  -0.49
N  -0.717  -1.324  -0.479  -0.23
H  -1.931  -0.155  0.779  0.32
H  -2.496  -0.299  -0.836  0.37
H  -1.015  1.290  -1.732  0.38
H  -1.386  2.007  -0.323  0.43
H  2.080  1.369  1.170  0.33
H  0.361  1.486  1.659  0.28
H  2.350  0.692  -1.334  0.21
H  1.213  1.260  -2.374  0.21
H  -0.085  -1.465  0.352  0.33
H  -1.252  -2.178  -0.526  0.37
H  -0.125  -1.220  -1.306  0.37
H  -0.226  -2.553  2.480  0.28
H  1.049  -1.648  2.493  0.30
O  0.234  -1.851  2.016  -0.62

Relative energy (zero: lowest compared OMol25 entry of this formula, charge and spin): 1.403 eV
Net charge: +1


2.
Here is C16H28N2O6S as an isolated structure from OMol25. Energies are from wB97M-V/def2-TZVPD.

Last column: Mulliken charge in e.
Geometry (Å):
C  9.117  1.648  -0.199  -1.35
H  9.203  2.708  -0.087  0.37
C  7.838  1.241  -0.688  -0.13
C  6.734  1.369  0.438  -0.73
H  6.998  0.664  1.207  0.43
H  6.557  2.379  0.749  0.36
O  5.267  0.887  0.256  -0.35
C  5.012  -0.256  0.105  0.64
O  5.719  -1.086  0.580  -0.64
C  3.664  -0.575  -0.273  -0.75
C  2.909  -1.483  0.511  -0.72
C  1.588  -2.088  -0.279  -0.33
C  0.602  -1.321  -0.310  -0.69
C  -0.697  -1.633  -0.704  -0.18
C  -1.837  -0.706  -1.076  -0.60
N  -1.860  0.340  0.149  0.12
C  -2.092  1.470  -0.298  0.41
O  -2.295  1.949  -1.411  -0.72
O  -2.157  2.536  0.665  -0.42
C  -2.586  3.835  0.565  -0.65
H  -1.744  4.270  -0.110  0.25
H  -3.529  3.956  -0.073  0.26
H  -2.787  4.366  1.460  0.25
H  -1.978  0.191  1.172  0.36
H  -1.718  -0.028  -2.163  0.43
C  -3.086  -1.442  -0.903  -0.37
N  -4.310  -0.773  -0.911  -0.39
C  -4.683  0.357  0.095  0.49
O  -4.484  0.043  1.397  -0.67
O  -5.557  1.084  -0.252  -0.31
C  -6.142  2.078  0.622  -0.68
H  -6.927  1.394  1.130  0.31
H  -5.343  2.372  1.364  0.31
H  -6.645  2.663  0.118  0.31
H  -4.635  -0.312  -1.812  0.34
C  -3.065  -2.156  0.378  -0.32
H  -3.769  -3.191  0.104  0.30
H  -3.305  -1.777  1.518  0.26
S  -1.426  -2.967  0.404  -0.22
H  -3.349  -1.965  -1.693  0.81
H  -0.442  -2.307  -1.529  0.51
H  0.276  -0.696  1.054  0.12
H  0.764  -0.336  -0.798  0.05
H  1.866  -2.640  -1.172  0.52
H  1.224  -2.998  0.296  0.36
H  3.845  -2.564  0.541  0.21
H  2.827  -1.473  1.555  0.53
H  3.190  0.251  -0.140  0.43
H  3.729  -0.691  -1.429  0.18
H  7.581  0.144  -0.815  0.24
H  7.356  1.707  -1.610  0.27
H  9.791  1.504  -1.144  0.30
H  9.613  1.198  0.508  0.50

Relative energy (zero: lowest compared OMol25 entry of this formula, charge and spin): 17.231 eV


Q: relative energy (zero: lowest compared OMol25 entry of this formula, charge and spin) of number 2 (C16H28N2O6S)?
A: 17.231 eV


Q: Which value of relative energy (zero: lowest compared OMol25 entry of this formula, charge and spin) does entry 1 give?
A: 1.403 eV